Here is an isolated molecule of C2H2N2O2 from the OMol25 dataset. Energies are from the ωB97M-V functional and the def2-TZVPD basis.

Properties
LUMO = -0.038 Ha
DFT total energy = -337.27869 Eh
E_HOMO = -9.83 eV
SMILES = [H]/N=N/C(=O)C=O
energy relative to the best compared isomer or geometry (same formula, charge and spin) = 91.45 kcal per mole
gap between HOMO and LUMO = 8.81 eV

CARTESIAN COORDINATES (ANGSTROEM)
H1 1.673692 1.932010 1.254711
N1 1.253986 0.986692 1.465885
N2 0.857379 0.418410 0.439631
C1 0.361581 -0.428808 -0.427649
O1 0.923290 -1.198097 -1.159310
C2 -1.264896 -0.500228 -0.512301
O2 -2.059646 -0.410975 0.384732
H2 -1.745385 -0.799004 -1.445698

Force components x, y, z for each atom (eV/Å):
H -0.68 -0.62 -0.33
N -0.43 -1.35 -1.19
N 1.36 2.50 1.33
C -2.92 -0.62 0.27
O 0.99 -0.45 -0.43
C -0.70 0.26 0.87
O 1.24 0.38 0.47
H 1.13 -0.11 -0.98